(1)
Molecular formula: C9H11NO2
Method: DFT, wB97M-V/def2-TZVPD

Each line ends with the natural charge from an NBO analysis.
Atoms and positions in Å:
C (1.2305, 1.8855, -0.6944)  -0.0138
C (1.5516, 0.4472, -1.1465)  -0.4440
C (0.5643, -0.3578, -0.3629)  -0.0202
C (0.4199, -1.6229, -0.2142)  -0.2567
C (-0.7102, -2.2040, 0.4756)  0.2658
C (-1.7841, -1.4062, 1.0115)  0.2023
C (-1.6798, -0.0445, 0.7008)  -0.2562
C (-0.6619, 0.4253, -0.1866)  -0.0408
C (-0.3972, 1.6309, -0.8142)  -0.4369
H (1.9427, 1.2007, 1.2647)  0.3704
H (1.3818, 2.9096, 1.1951)  0.3851
H (1.5437, 2.5898, -1.6001)  0.1878
H (2.4787, -0.1918, -0.9332)  0.2200
H (1.3108, 0.3685, -2.2170)  0.2223
H (1.2588, -2.2257, -0.3776)  0.1813
H (0.4402, -3.7067, 0.3180)  0.4772
H (-3.1477, -1.1401, 2.6736)  0.4423
H (-2.6317, 0.6237, 0.6655)  0.2180
H (-0.9430, 2.5585, -0.3332)  0.2120
H (-0.5301, 1.6730, -2.0422)  0.2103
N (1.7775, 2.1627, 0.5231)  -0.8526
O (-0.5699, -3.5710, 0.5106)  -0.6616
O (-2.8449, -2.0047, 1.5836)  -0.6119

* HOMO-LUMO gap: 7.07 eV
* calculated total energy: -15090.253 eV
* energy above the lowest of the compared OMol25 structures with the same formula, charge and spin: 159.8 kcal per mole
* max |F|: 7.4 eV Å⁻¹
* HOMO level: -7.57 eV

(2)
Molecular formula: C3H4N2O3
Method: DFT, wB97M-V/def2-TZVPD

Each line ends with the natural charge from an NBO analysis.
Atoms and positions in Å:
C (-0.9251, 0.8484, -0.9704)  0.6272
C (0.5383, -1.4169, 1.2008)  0.8094
N (-0.6140, -1.0720, 0.8832)  -0.7750
C (1.6811, -0.1376, 0.0111)  -0.0632
O (-1.1013, 2.0574, -0.4105)  -0.6978
N (1.2180, 0.7445, -0.6247)  -0.2217
O (-1.1866, 0.5233, -2.0892)  -0.6004
O (1.3201, -2.0855, 1.7907)  -0.5154
H (-1.3248, 2.6888, -1.1214)  0.4811
H (-0.7905, -0.0571, 0.0103)  0.2375
H (-1.4729, -1.5574, 1.0775)  0.4415
H (2.6576, -0.5359, 0.2426)  0.2768

* HOMO-LUMO gap (spin up / spin down): 7.25 / 7.25 eV
* calculated total energy: -12294.504 eV
* energy above the lowest of the compared OMol25 structures with the same formula, charge and spin: 103.6 kcal per mole
* max |F|: 2.6 eV Å⁻¹
* HOMO level (spin up / spin down): -8.76 / -8.76 eV